No. 1
DFT (ωB97M-V with the def2-TZVPD basis set) results for a structure of composition C29H23N3O2RhS3 in a non-equilibrium geometry.

Cartesian coordinates (Å):
1 S 1.8828 -1.9333 1.5844
2 H 2.9929 -3.0592 5.3896
3 C 2.2913 -1.0141 -3.3202
4 C 3.4733 -0.3637 -5.3426
5 N 0.8463 0.2698 2.6843
6 C -1.5867 -0.4250 -0.3877
7 C 3.4682 0.9572 -4.9184
8 C -1.5464 -2.6304 -4.0404
9 N 0.2617 0.4652 1.4986
10 H 3.9310 1.7308 -5.5160
11 H -4.8920 -1.7709 4.3356
12 H -2.2390 -2.9994 -0.7480
13 O 1.0936 -2.0269 -1.4792
14 C -4.4377 -0.5229 0.7146
15 C 2.8800 -1.3217 -4.5468
16 C -1.6143 -1.1600 -1.6565
17 H -6.8470 -0.9450 3.0513
18 S 2.1947 -1.0247 4.4660
19 H -1.4799 -3.2063 -4.9516
20 H -4.2349 2.8769 -2.0370
21 C -2.0385 -1.1163 0.8330
22 H 3.9417 -0.6288 -6.2811
23 H -0.9170 -0.7858 -4.9564
24 C -1.9500 -2.5228 -1.6751
25 S 1.6789 0.9788 -1.3979
26 C -5.8629 -0.9536 2.6027
27 C -1.9013 -3.2454 -2.8489
28 H -0.3876 2.2619 2.2634
29 C -0.5376 1.5434 1.4633
30 C 2.8879 1.2848 -3.7159
31 C 2.4543 -2.8223 4.4795
32 C -1.2430 -0.5554 -2.8709
33 C -1.5468 1.8327 0.5563
34 C -2.1726 3.1069 0.6198
35 N -1.9950 0.9475 -0.4328
36 C -1.2165 -1.2817 -4.0412
37 C -3.3020 -0.9898 1.4243
38 H -2.1375 -4.3014 -2.8298
39 C -5.6837 -0.5207 1.2925
40 C -3.5156 -1.4446 2.7505
41 O 1.8428 -3.3146 -3.0828
42 C -4.7639 -1.4201 3.3195
43 H -3.6081 4.4609 -0.1922
44 H -3.1898 0.6576 -2.0946
45 C 1.5672 -0.7876 2.8421
46 H 3.0302 -3.1071 3.6073
47 C -3.1324 3.4954 -0.2649
48 H 2.8727 -2.3615 -4.8436
49 H -1.8402 3.7864 1.3895
50 H -0.9279 0.4809 -2.8822
51 C 2.2982 0.3190 -2.8897
52 Rh 0.6693 -0.6811 -0.0367
53 H -4.3394 -0.2378 -0.3204
54 C -2.9140 1.3741 -1.3357
55 H -1.3468 -1.8096 1.3096
56 H 1.4932 -3.3233 4.4669
57 C -3.4987 2.6019 -1.2975
58 H -2.6687 -1.8182 3.3094
59 C 1.7079 -2.2062 -2.5725
60 H 2.8812 2.3065 -3.3703
61 H -6.5363 -0.1857 0.7141

## Properties
Kohn-Sham gap (spin up / spin down): 6.07 / 6.10 eV
Total charge: -1
Largest force on an atom: 1.66 eV Å⁻¹
HOMO (spin up / spin down): -0.1293 / -0.1730 Ha
Relative energy (zero: lowest compared OMol25 entry of this formula, charge and spin): 0.4784 eV
Multiplicity: 5

***

No. 2
DFT (ωB97M-V with the def2-TZVPD basis set) results for a structure of composition C29H23N4O3PdS.

Cartesian coordinates (Å):
1 H 6.0464 -0.7609 -2.8993
2 N 2.6476 1.6579 -0.4937
3 C 3.5893 -1.6138 -0.0360
4 C -0.6054 2.6224 0.6452
5 H -1.1635 -1.5654 6.1517
6 H -1.0282 -6.8190 -3.3760
7 H 0.7239 5.7067 0.2772
8 H -2.6676 -1.1584 4.1746
9 C -0.7939 -5.0808 -2.1472
10 H 4.1889 0.7952 -2.3587
11 H -1.5044 2.0840 0.9134
12 C 1.8638 -5.8630 -1.8841
13 H 4.7850 -3.3631 0.2590
14 S -0.5525 -2.9096 -0.5672
15 H 2.8894 -1.8319 0.7593
16 H -3.7968 -4.3233 2.7507
17 C -2.7453 -4.2350 2.5143
18 H 0.3150 -4.7820 3.8707
19 C 1.4255 -4.7163 -1.2438
20 H 2.1564 -0.7628 3.5663
21 H 1.3292 -7.5177 -3.1382
22 O 0.7343 -2.0996 -0.2918
23 H 2.1087 -4.1002 -0.6741
24 C -0.4285 -4.4838 3.1434
25 H 1.0166 -3.8353 1.6905
26 C -1.0218 -0.7717 2.8776
27 C -1.9375 -0.5433 1.6862
28 H -1.8209 -4.7544 -2.2596
29 C 1.5759 2.4815 -0.1120
30 C 5.3631 -0.9907 -2.0934
31 C 0.0955 -4.3468 -1.3779
32 O -1.3914 -0.3693 0.5101
33 N 0.4353 1.8832 0.2743
34 C 3.4526 -0.4451 -0.7721
35 H 2.8991 -6.1645 -1.7977
36 C -1.0072 -3.5859 1.0112
37 C 0.6459 4.6283 0.2733
38 C -1.5920 -1.0915 4.1018
39 C -0.5299 4.0079 0.6593
40 N 2.3894 0.4397 -0.4217
41 C 0.9785 -6.6235 -2.6407
42 H -1.3926 4.5804 0.9670
43 O -3.1372 -0.5572 1.8554
44 C 1.7257 3.8517 -0.1250
45 H -2.0881 -5.0357 4.3864
46 C -0.0323 -3.9635 1.9265
47 H 6.3384 -2.8296 -1.5840
48 C -2.3585 -3.7018 1.2908
49 C -0.7548 -1.3121 5.1822
50 H -3.0991 -3.3545 0.5815
51 C 0.6151 -1.2002 5.0024
52 C 4.3307 -0.1184 -1.7988
53 H 2.6664 4.2782 -0.4409
54 C -0.3456 -6.2348 -2.7743
55 H 1.3048 -1.3590 5.8199
56 N 0.2931 -0.6596 2.7005
57 C 5.5234 -2.1564 -1.3543
58 C 4.6450 -2.4620 -0.3234
59 C 1.0914 -0.8677 3.7442
60 C -1.7842 -4.6259 3.4320
61 Pd 0.5426 -0.1037 0.1433

## Properties
Kohn-Sham gap: 7.21 eV
Total charge: +1
Largest force on an atom: 0.14 eV Å⁻¹
HOMO: -0.4263 Ha
Relative energy (zero: lowest compared OMol25 entry of this formula, charge and spin): 0.0000 eV

***

No. 3
DFT (ωB97M-V with the def2-TZVPD basis set) results for the molecule C29H23NO6S in a non-equilibrium geometry.

Cartesian coordinates (Å):
1 H 0.3641 -4.9176 -2.5761
2 H -0.1011 -3.3691 1.5797
3 C 1.2102 -1.0687 0.9122
4 H -1.6289 -4.1198 -3.8453
5 H 3.7636 -0.9728 4.4306
6 C -0.5490 3.4477 -1.2966
7 H -0.5488 5.6021 -1.2256
8 C -0.9741 -1.3325 -2.0353
9 H 6.4654 -2.3621 0.4793
10 C -2.9421 3.6682 -2.7831
11 H -4.1359 6.1695 -3.9843
12 O 2.7116 1.0918 1.4248
13 C -1.1978 2.2612 -1.7645
14 H 7.3338 -2.7979 2.7791
15 C 6.3485 -2.3421 2.6246
16 C 0.4123 0.6253 -0.7194
17 C -2.4133 2.4126 -2.4942
18 H 5.9418 -2.1292 4.7505
19 C -2.2842 4.8387 -2.3237
20 H -0.3554 0.9175 2.1787
21 H 2.0662 -0.8127 -0.5803
22 O 1.8008 -0.0380 3.4423
23 H 1.7154 -2.0285 0.6532
24 C -1.1357 -3.4446 -3.1334
25 O -2.7776 6.1008 -2.3861
26 C -0.1170 -1.2227 1.6889
27 C -2.0297 -2.6223 2.2259
28 O -4.8266 -2.5144 2.6083
29 H 0.9736 1.3996 -0.2128
30 C 3.9153 -1.0678 2.2779
31 H -2.4060 -1.7556 -3.6133
32 C -0.7078 -2.4886 1.8136
33 C 4.3777 -1.2857 3.5781
34 O -4.7692 -0.3156 2.6846
35 C -2.7787 -1.4346 2.4199
36 H 4.3015 -1.1705 0.1317
37 C 5.8836 -2.0508 1.3372
38 C -2.1793 -0.1538 2.4506
39 C -1.6259 -2.1537 -2.9587
40 H 0.4192 3.3090 -0.7825
41 C 0.1518 -1.7289 -1.3230
42 H -2.9538 1.5349 -2.8907
43 C 0.0058 -3.8830 -2.4437
44 H -4.8535 5.8674 -2.3983
45 C -4.0589 6.3877 -2.9228
46 H -2.7793 0.7473 2.6489
47 C 0.9489 -0.7221 -0.5226
48 C -0.8182 -0.0832 2.1475
49 H -4.1764 7.4538 -2.7719
50 N -4.1996 -1.4348 2.5818
51 O -1.4569 -0.0495 -2.0336
52 H 1.5671 -3.3215 -1.1206
53 C -0.7084 0.9254 -1.4439
54 H -2.5355 -3.5850 2.2766
55 C 5.6047 -1.9300 3.7389
56 C 4.6622 -1.3989 1.1397
57 H -3.8379 3.7747 -3.4038
58 S 2.3578 -0.1200 2.1190
59 C -1.0764 4.7042 -1.5739
60 C 0.6365 -3.0105 -1.5602

## Properties
Kohn-Sham gap: 7.12 eV
Total charge: 0
Largest force on an atom: 4.75 eV Å⁻¹
SMILES: COc1ccc(C2=C[C@@H]([C@H](c3ccc([N+](=O)[O-])cc3)S(=O)(=O)c3ccccc3)c3ccccc3O2)cc1
HOMO: -0.2866 Ha

***

No. 4
DFT (ωB97M-V with the def2-TZVPD basis set) results for a structure of composition C29H24As2F6N2O4S2SeTa in a non-equilibrium geometry.

Cartesian coordinates (Å):
1 O 1.9322 0.9159 1.3776
2 C -2.5694 0.8575 0.2686
3 F 1.6519 -1.7404 1.5383
4 C -1.9368 -1.9143 -1.8561
5 H -2.8159 6.0935 -0.2997
6 H -4.6675 -1.7973 -3.9619
7 H -0.5455 -6.4813 3.0490
8 H 0.5408 1.5001 -5.7290
9 C 0.2742 1.5356 -4.6945
10 H -3.7919 -0.7884 0.7632
11 As -0.7636 1.4863 0.0208
12 O 0.7117 -0.0492 5.0778
13 C -2.7278 -2.5137 -4.5289
14 C -1.6162 -4.6665 2.9883
15 C 3.2211 -0.7914 -2.0468
16 H -2.6338 -0.3750 2.0156
17 C 2.9710 -1.8053 5.8791
18 O 2.7068 0.3275 6.5582
19 H 1.3853 2.7024 -1.7030
20 C 0.0548 5.4346 1.3866
21 S 2.0978 -0.0427 5.2914
22 C -2.7737 -0.4875 0.9537
23 H -0.9840 7.2330 0.9761
24 F 3.9359 -2.1488 5.2071
25 C 7.4803 3.2942 1.6167
26 Se 4.2005 -1.1546 -3.3304
27 H -2.4556 -2.7507 2.6594
28 C -0.8605 -5.6701 2.4200
29 H -3.0461 -2.7420 -5.5229
30 H -0.7089 -3.3355 -4.7611
31 H -0.4779 -4.4797 -0.7307
32 C -1.8776 4.1939 -0.2008
33 H 0.0308 -6.4743 0.6208
34 C 0.1376 4.0689 1.1673
35 Ta 1.2043 -0.4540 0.3561
36 H -1.6294 0.5949 -5.0416
37 H -1.9545 -4.6522 4.0468
38 As -1.4950 -1.6520 0.1108
39 C -0.5587 -5.6744 1.0553
40 H 0.9311 3.4873 1.6192
41 H 2.0395 2.6312 -4.0483
42 F 2.9674 -2.4798 6.9573
43 H -3.0787 1.6318 0.8342
44 H -2.2941 0.6002 -2.6887
45 S 3.3066 0.4146 2.4325
46 O 3.8416 -0.7611 1.7750
47 C 1.1221 2.1589 -3.7644
48 C -1.5421 -3.4588 0.8426
49 C -1.3363 1.0361 -2.9471
50 C -0.9641 6.1865 0.7994
51 C -3.2508 -1.6685 -2.3317
52 H 0.7639 5.8718 2.0453
53 C 0.7270 2.1857 -2.4236
54 H -2.9427 0.8866 -0.7580
55 H -2.6949 3.7253 -0.7272
56 H -3.9746 -1.1762 -1.6899
57 C -3.6474 -1.9612 -3.6323
58 H -0.0306 -2.7978 -2.5595
59 N 2.3518 -0.5772 -1.1709
60 C -0.8265 3.4686 0.3486
61 F 7.5961 4.5358 1.8183
62 C -0.9224 0.9811 -4.2900
63 F 8.1226 2.5920 2.4417
64 C -1.9586 -3.5765 2.1669
65 C -1.0461 -2.5478 -2.8016
66 C -0.5066 1.6145 -1.9829
67 N 2.7967 0.3392 3.9806
68 C -1.4259 -2.8168 -4.1104
69 C -0.8465 -4.5461 0.2838
70 C -1.9630 5.5510 0.0655
71 F 7.0386 2.8728 0.5186

## Properties
Kohn-Sham gap: 4.02 eV
Total charge: +3
Largest force on an atom: 3.32 eV Å⁻¹
HOMO: -0.5733 Ha

***

> Which of these has the lowest largest force on an atom?

C29H23N4O3PdS

***

> What is the total charge in the fourth record?

+3